1.
Molecular formula: C4H4Cl5N2
Method: DFT, the ωB97M-V functional and the def2-TZVPD basis

## Properties
Charge = +1
Calculated total energy = -69795.3001 eV
2S+1 = 1
Gap between HOMO and LUMO = 6.3915 eV
Highest occupied orbital energy = -13.7 eV
ΔE to the lowest compared entry with this formula, charge and spin = 55.18 kcal per mole

Each line ends with the Löwdin charge.
Geometry (Å):
C 0.79495 -0.33079 -0.57976  -0.83
C -1.01693 0.06139 2.06131  -1.14
C -0.64267 -1.15744 1.26944  -1.22
C 0.45651 1.67279 -1.93672  -0.09
N 0.25325 0.77493 -0.77629  -0.04
N 0.60246 -1.12964 0.60515  -0.08
Cl 1.73782 -1.08500 -1.80835  0.77
Cl -2.55403 0.38611 2.51440  0.93
Cl 0.24829 1.13650 2.26570  0.95
Cl -0.69098 -2.32948 2.63225  0.77
Cl -1.95445 -1.62244 0.05604  0.65
H 0.51189 2.76981 -1.75138  0.09
H 1.42864 1.33297 -2.42508  0.06
H -0.32706 1.47302 -2.64753  0.08
H 1.15232 -1.95275 0.52082  0.10

2.
Molecular formula: C21H54CaCrF9O26S3
Method: DFT, the ωB97M-V functional and the def2-TZVPD basis

## Properties
Charge = +1
Calculated total energy = -179703.7540 eV
2S+1 = 5
Expectation value of S² = 6.005
Gap between HOMO and LUMO (alpha / beta) = 8.2946 / 8.2934 eV
Highest occupied orbital energy (alpha / beta) = -11.6 / -11.6 eV

Each line ends with the Löwdin spin population.
Geometry (Å):
Ca 0.47419 -4.07421 -2.05067  0.00
Cr -3.65465 -1.11196 -1.09780  3.79
C 0.06467 0.56724 0.19805  0.00
F -0.37536 1.07613 -0.87754  0.00
F 1.30689 0.67349 0.42133  0.00
F -0.56797 1.28714 1.17685  0.00
S -0.54449 -1.40800 0.41108  0.01
O 0.23576 -2.23191 -0.59447  0.00
O -0.21721 -1.80488 1.75533  0.00
O -1.98107 -1.42770 0.15309  0.05
C -1.89458 -1.36429 -5.49247  0.00
F -2.44310 -2.53862 -5.70374  0.00
F -0.90405 -1.28522 -6.34780  0.00
F -2.79889 -0.42669 -5.72632  0.00
S -1.37306 -1.31962 -3.65422  0.01
O -2.51427 -0.95229 -2.83576  0.03
O -0.93509 -2.66564 -3.32228  0.00
O -0.33880 -0.28180 -3.52022  0.00
C -3.28215 -5.20547 0.69398  0.00
F -4.57024 -5.42202 0.95403  0.00
F -2.84231 -4.30034 1.62869  0.00
F -2.57196 -6.28378 0.74285  0.00
S -3.06438 -4.40007 -1.03504  0.01
O -3.72831 -3.09604 -0.94811  0.03
O -1.59368 -4.43565 -1.16131  0.00
O -3.75560 -5.29320 -1.93596  0.00
C 1.91673 -6.56713 1.60199  0.00
C 1.49419 -5.21775 2.28965  0.00
O 1.03788 -4.30983 1.28055  0.00
O 0.87579 -7.34721 1.07021  0.00
H 2.29748 -7.20392 2.40051  0.00
H 2.60259 -6.29385 0.80011  0.00
H 2.19310 -4.76581 2.99348  0.00
H 0.65373 -5.24846 2.98304  0.00
H 0.44988 -3.70440 1.73806  0.00
H 0.77044 -8.11977 1.63026  0.00
C -4.29654 1.47402 0.28377  0.00
C -5.41589 0.42784 0.62499  0.01
O -5.06322 -0.99444 0.51518  0.03
O -3.56878 1.08620 -0.92634  0.02
H -3.56402 1.34154 1.07998  0.00
H -4.68727 2.48826 0.36596  0.00
H -6.28000 0.50566 -0.03483  0.00
H -5.77085 0.67057 1.62658  0.00
H -5.82854 -1.51084 0.77829  0.00
H -3.34816 1.80936 -1.51791  0.00
C -2.16164 -0.79938 4.99956  0.00
C -0.64703 -1.11817 4.87307  0.00
O -0.52278 -2.40080 4.40342  0.00
O -2.38656 0.26447 5.92084  0.00
H -2.63931 -1.72643 5.31661  0.00
H -2.64565 -0.63467 4.03690  0.00
H -0.27664 -0.90080 5.87490  0.00
H -0.19816 -0.34606 4.24821  0.00
H -0.56602 -2.39754 3.44440  0.00
H -2.42222 -0.04138 6.83012  0.00
C 2.06527 2.39426 -3.33665  0.00
C 3.08617 3.41382 -2.85074  0.00
O 4.04610 3.51919 -3.89553  0.00
O 1.53268 2.93362 -4.48590  0.00
H 1.41584 2.12674 -2.50312  0.00
H 2.67760 1.55273 -3.66064  0.00
H 3.60792 3.10509 -1.94489  0.00
H 2.61284 4.38584 -2.71207  0.00
H 4.83191 3.16213 -3.47529  0.00
H 2.28747 3.17872 -5.02609  0.00
C -1.15744 4.77323 4.14800  0.00
C -1.47554 3.50112 3.36406  0.00
O -2.73299 2.90440 3.63001  0.00
O -2.18833 5.78807 4.17237  0.00
H -0.27327 5.36270 3.90538  0.00
H -0.93692 4.60638 5.20234  0.00
H -0.75336 2.74887 3.68133  0.00
H -1.60490 3.58119 2.28473  0.00
H -2.72779 2.48309 4.49261  0.00
H -3.00184 5.35952 3.89643  0.00
C 4.19977 -0.60839 0.83480  0.00
C 3.81074 -0.42390 2.36665  0.00
O 5.03175 -0.60944 3.07806  0.00
O 4.72838 -1.86139 0.66268  0.00
H 4.80586 0.18523 0.39785  0.00
H 3.24788 -0.72737 0.31727  0.00
H 3.02188 -1.16576 2.49091  0.00
H 3.38039 0.56623 2.51683  0.00
H 4.63291 -0.73436 3.94230  0.00
H 5.53655 -1.94097 1.17466  0.00
C -2.00686 4.08799 -4.56535  0.00
C -2.78947 2.82195 -4.07256  0.00
O -2.21709 1.94716 -3.13907  0.00
O -1.12886 3.54870 -5.63895  0.00
H -1.37960 4.55796 -3.80788  0.00
H -2.81730 4.73254 -4.90570  0.00
H -3.29014 2.28213 -4.87632  0.00
H -3.67946 3.18463 -3.55830  0.00
H -1.36790 1.53137 -3.30519  0.00
H -0.32072 3.28438 -5.19325  0.00
C 3.70906 4.20432 1.97363  0.00
C 2.44289 3.85543 1.16888  0.00
O 1.21605 4.32104 1.68307  0.00
O 4.10860 3.06963 2.78903  0.00
H 3.62997 5.14835 2.51275  0.00
H 4.48132 4.44613 1.24339  0.00
H 2.39809 2.88437 0.67578  0.00
H 2.61826 4.45727 0.27718  0.00
H 1.01908 3.92214 2.53376  0.00
H 4.35351 2.41326 2.13267  0.00
C 4.08100 -1.51552 -3.04369  0.00
C 2.61376 -1.43758 -3.32413  0.00
O 2.08968 -2.74248 -3.53400  0.00
H 4.58582 -0.55784 -2.91673  0.00
H 4.48761 -1.97812 -3.94300  0.00
H 4.36841 -1.98252 -2.10166  0.00
H 2.42051 -0.81528 -4.19792  0.00
H 2.13281 -0.91900 -2.49476  0.00
H 2.40049 -3.00640 -4.40310  0.00

3.
Molecular formula: C38H31BrCoN6O2S3
Method: DFT, the ωB97M-V functional and the def2-TZVPD basis

## Properties
Charge = +1
Calculated total energy = -193109.6274 eV
2S+1 = 1
Gap between HOMO and LUMO (alpha / beta) = 6.4215 / 6.4860 eV
Highest occupied orbital energy (alpha / beta) = -9.6 / -9.6 eV

Each line ends with the Löwdin charge.
Geometry (Å):
Co 0.94086 -0.33680 -1.06548  0.29
C -5.33759 1.90356 1.89883  -0.04
C -4.07637 1.68028 1.10007  -0.27
C -4.10789 1.22941 -0.22049  -0.02
C -2.94823 1.00074 -0.93578  0.01
C -1.66958 1.21164 -0.39019  -0.24
N -0.53010 0.99803 -1.16265  -0.06
C -0.49977 1.65583 -2.41392  -0.28
C -0.56904 3.05257 -2.46721  -0.01
C -0.43321 3.75645 -3.64678  -0.03
C -0.21016 3.09066 -4.85211  -0.26
C 0.03913 3.84864 -6.13340  -0.04
C -0.18158 1.71038 -4.82371  0.02
C -0.34650 1.00012 -3.63640  -0.12
N -0.41850 -0.42568 -3.70349  -0.04
C -0.74572 -1.18974 -4.76862  -0.03
C -0.77803 -2.49910 -4.34863  -0.03
C -0.45263 -2.44247 -2.98943  -0.11
N -0.24656 -1.18567 -2.61065  0.03
C -1.66492 1.70247 0.92571  -0.13
C -2.83240 1.92713 1.64973  0.01
N -0.44423 2.22505 1.48236  0.06
C -0.11943 3.51684 1.63465  0.01
C 1.22613 3.61114 1.94260  0.01
C 1.71240 2.31329 1.92961  -0.05
N 0.68377 1.51194 1.66559  -0.07
H -6.19785 2.05564 1.24512  0.08
H -5.24520 2.77595 2.54851  0.08
H -5.55573 1.04014 2.53423  0.09
H -5.06924 1.06045 -0.69711  0.12
H -3.00157 0.65835 -1.96431  0.12
H -0.70763 3.58353 -1.53108  0.12
H -0.47181 4.84144 -3.63264  0.12
H -0.57627 4.74646 -6.19056  0.08
H -0.16792 3.23221 -7.00852  0.08
H 1.08492 4.16216 -6.18738  0.09
H -0.01990 1.17254 -5.75256  0.11
H -0.97137 -0.76169 -5.73228  0.13
H -1.01308 -3.37065 -4.93833  0.11
H -0.38331 -3.24785 -2.27157  0.12
H -2.75624 2.32032 2.66036  0.13
H -0.86738 4.27770 1.48184  0.15
H 1.79443 4.50925 2.11726  0.12
H 2.70576 1.92543 2.06863  0.10
O 2.62628 -5.61391 -0.72047  0.11
C 2.52650 -4.33427 -1.10945  -0.29
C 3.15557 -3.83089 -2.25308  0.03
C 3.00138 -2.49485 -2.55903  -0.06
N 2.26205 -1.73406 -1.75978  -0.02
C 1.65972 -2.18724 -0.72433  -0.20
Br 2.69846 1.27213 -1.08892  0.20
C 1.74121 -3.49591 -0.31847  -0.01
H 3.20321 -6.10857 -1.31038  0.12
H 3.75054 -4.47160 -2.89250  0.13
H 3.46460 -2.03289 -3.42064  0.13
H 1.23411 -3.88994 0.55451  0.12
O 0.61037 0.17848 1.60466  -0.04
C 0.92937 -0.59944 2.88954  -0.35
C 0.29579 0.09206 4.09165  -0.47
C -1.05095 0.29592 4.18768  -0.12
C -1.44450 0.92107 5.39884  -0.16
C -0.38567 1.16112 6.21814  -0.39
S 1.08059 0.63729 5.52644  1.04
C 0.14114 -1.86918 2.62725  -0.50
C -0.80162 -2.10648 1.67681  -0.12
C -1.40715 -3.39402 1.81456  -0.17
C -0.90782 -4.08822 2.86860  -0.39
S 0.29855 -3.20340 3.70577  1.10
C 2.42022 -0.87141 2.88375  -0.46
C 3.00154 -1.83988 2.11636  -0.12
C 4.41458 -1.89159 2.22603  -0.14
C 4.89548 -0.95681 3.08642  -0.38
S 3.64355 -0.01993 3.76478  1.02
H -1.74175 -0.02006 3.41706  0.12
H -2.47049 1.14985 5.65943  0.11
H -0.38316 1.61109 7.20153  0.08
H -1.06505 -1.39214 0.90476  0.11
H -2.17648 -3.77731 1.15469  0.11
H -1.18246 -5.07589 3.21456  0.07
H 2.43188 -2.49778 1.47598  0.07
H 5.03964 -2.60131 1.69806  0.11
H 5.92026 -0.76810 3.37940  0.08

4.
Molecular formula: C15H42IN12O26PS
Method: DFT, the ωB97M-V functional and the def2-TZVPD basis

## Properties
Calculated total energy = -115546.6511 eV
2S+1 = 1
Gap between HOMO and LUMO = 8.1265 eV
Highest occupied orbital energy = -8.5 eV

Each line ends with the Löwdin charge.
Geometry (Å):
N 3.36125 0.18519 1.89896  0.06
C 3.75632 1.54376 1.48762  -0.39
C 4.74854 1.38558 0.33951  -0.18
O 5.41875 2.61243 0.00602  -0.34
S 4.86208 3.55314 -1.19049  0.94
O 4.50844 2.71842 -2.30318  -0.39
O 3.40746 4.03114 -0.57046  -0.40
C 3.15068 3.89929 0.82753  -0.30
C 2.59847 2.52852 1.22734  -0.45
P 1.23325 1.77306 0.20643  0.56
O 1.97117 1.21631 -1.13872  -0.41
I 0.08729 3.73579 -0.70992  0.51
H 2.85753 -0.26889 1.14454  0.05
H 2.72923 0.28325 2.68669  0.07
H 4.32954 1.95374 2.32621  0.14
H 5.52861 0.71387 0.70105  0.13
H 4.30891 0.92893 -0.54564  0.11
H 2.42020 4.66688 1.08751  0.09
H 4.05353 4.12412 1.40340  0.12
H 2.09019 2.67944 2.18906  0.11
H 2.00977 0.25612 -1.03830  0.00
C -4.15573 2.68002 -0.19154  0.05
N -3.63710 2.31126 1.15394  -0.44
O -4.06860 2.90215 2.12449  0.05
O -2.80338 1.43367 1.19184  0.04
H -4.88377 3.47257 -0.07059  0.09
H -3.30244 2.99893 -0.78410  0.07
H -4.59748 1.78682 -0.62182  0.10
C -0.22921 1.42019 -4.61700  0.04
N -1.71334 1.51967 -4.58151  -0.44
O -2.27522 1.33975 -3.51879  0.04
O -2.27881 1.77384 -5.62578  0.05
H 0.12576 1.19511 -3.62217  0.06
H 0.02411 0.63497 -5.32233  0.10
H 0.14789 2.37557 -4.96623  0.08
C 5.72517 -0.92000 5.36263  0.05
N 4.41426 -0.36960 4.92314  -0.45
O 4.33823 0.82812 4.72890  0.05
O 3.50756 -1.15813 4.78616  0.07
H 6.42956 -0.10106 5.43866  0.09
H 5.56666 -1.40394 6.32124  0.10
H 6.03227 -1.64608 4.61642  0.10
C -0.71861 3.69325 -9.08972  0.05
N -0.07340 3.24862 -7.82598  -0.43
O -0.37037 3.81635 -6.79528  0.04
O 0.71382 2.32734 -7.90427  0.06
H -1.38693 4.51425 -8.86005  0.10
H 0.07286 4.00034 -9.76572  0.09
H -1.25511 2.84393 -9.49340  0.09
C 0.87873 1.15549 -12.92908  0.05
N 0.19551 2.39994 -12.48251  -0.44
O 0.67598 3.46445 -12.80385  0.07
O -0.80495 2.26388 -11.80726  0.05
H 1.74767 1.43611 -13.51105  0.09
H 1.15363 0.60355 -12.03553  0.10
H 0.16424 0.59028 -13.51923  0.10
C -4.07761 0.53508 4.30370  0.04
N -4.42819 -0.17991 5.56082  -0.44
O -5.33314 0.25147 6.23801  0.08
O -3.76769 -1.16663 5.83321  0.04
H -4.73370 1.38831 4.19389  0.08
H -3.04013 0.84331 4.38090  0.10
H -4.19678 -0.17077 3.48758  0.10
C 0.15883 -3.02671 -2.80488  0.06
N 0.82627 -1.86231 -2.16753  -0.42
O 0.86354 -0.80817 -2.76170  0.06
O 1.30934 -2.03321 -1.06292  0.06
H -0.21466 -2.71383 -3.77192  0.10
H 0.90189 -3.81303 -2.89355  0.10
H -0.64513 -3.33644 -2.14451  0.11
C -3.85144 -3.90498 6.98530  0.04
N -3.40849 -4.99630 7.89300  -0.43
O -2.35028 -5.55310 7.65320  0.03
O -4.13488 -5.28089 8.81796  0.07
H -3.10368 -3.77568 6.21427  0.09
H -4.80855 -4.20892 6.57154  0.10
H -3.96240 -3.00632 7.58096  0.09
C 1.41393 6.52940 -5.51882  0.05
N 0.72175 7.75388 -5.03765  -0.46
O 1.17032 8.83170 -5.36875  0.06
O -0.25872 7.58415 -4.34652  0.06
H 2.26400 6.83019 -6.11914  0.09
H 1.72438 5.96467 -4.64462  0.10
H 0.69599 5.95749 -6.09925  0.08
C -4.85447 -8.49154 7.56540  0.05
N -5.34323 -8.12382 6.20812  -0.45
O -5.35499 -8.98114 5.35275  0.07
O -5.69175 -6.97072 6.04933  0.05
H -4.56604 -9.53536 7.55630  0.09
H -4.00969 -7.84340 7.78205  0.08
H -5.66121 -8.30236 8.26626  0.10
C 0.41785 -6.99901 7.77263  0.04
N 1.72972 -6.78559 7.10155  -0.46
O 2.72916 -6.77859 7.79033  0.06
O 1.71043 -6.62963 5.89891  0.06
H 0.59697 -7.12674 8.83321  0.10
H -0.20023 -6.13026 7.57901  0.07
H -0.02799 -7.88600 7.33372  0.10

> calculated total energy of number 4 (C15H42IN12O26PS)?

-115546.6511 eV